This record from the Open Molecules 2025 dataset describes 4 unconnected molecules or ions with the total composition C16H35BNO12PS4 in a non-equilibrium geometry. The level of theory is wB97M-V/def2-TZVPD.

The geometry in ORCA input format:
```
! wB97M-V def2-TZVPD RIJCOSX def2/J DEFGRID3
* xyz 0 1
C 1.681 -5.301 -2.169
O -1.052 -3.575 -2.992
C -0.698 -4.899 -3.526
S 0.488 -2.775 -2.867
C 1.992 5.943 3.957
H -0.009 3.289 4.682
C -2.240 -0.028 -0.428
O -1.552 5.492 4.256
B -2.960 -5.674 -2.992
H 2.878 -3.873 -0.804
H -3.659 -3.722 -2.889
O 0.915 -2.968 -1.229
O -3.862 -4.610 -2.469
C 1.536 4.506 3.710
C 1.735 -4.162 -0.992
H -3.250 -0.658 -2.249
H 3.016 1.198 -2.550
O -0.474 5.899 6.518
H -2.511 -7.039 -1.529
H 2.263 -6.249 -1.735
O 0.358 -1.268 -3.218
H -4.281 -0.622 -0.808
H 2.549 -0.112 0.000
C 0.625 4.156 4.877
O 3.391 2.891 1.356
O -3.328 0.657 1.865
H -3.140 1.788 -2.304
C -3.864 1.339 -1.613
H -4.809 2.042 0.222
O -3.048 -7.048 -2.383
S -0.382 5.609 5.101
H -0.381 -6.137 -1.511
C 3.225 2.926 -1.272
C 2.169 0.909 0.102
C 1.387 1.340 -1.138
H 2.714 5.960 4.782
H -0.726 -4.417 1.698
H 0.977 4.453 2.768
C 0.756 6.757 4.340
H 1.674 -6.343 0.656
H 0.327 -6.887 -3.089
H 1.565 0.992 1.008
H -3.542 3.134 -0.416
H 2.655 3.817 -0.994
H 2.294 -5.009 -3.152
H 1.201 4.003 5.794
S 3.570 2.012 0.218
C 2.381 1.976 -2.109
C 0.158 -5.856 -2.511
H 0.628 2.080 -0.856
H -1.358 0.292 -0.989
H 2.383 3.818 3.640
H 1.713 -4.249 1.839
H -4.850 1.401 -2.084
H -2.033 -0.962 0.099
H 4.158 3.213 -1.759
N -0.437 -4.950 0.848
H 1.874 2.500 -2.924
S -2.638 1.256 0.742
C -3.464 -0.108 -1.329
H 0.269 7.183 3.459
H 1.002 7.550 5.050
O -1.942 -5.500 -4.047
P 1.175 -4.980 0.686
H 0.866 0.491 -1.591
O 4.780 1.243 0.015
C -3.840 2.091 -0.283
O -1.479 2.110 0.909
H -0.005 -4.702 -4.475
H 2.487 6.368 3.078
*
```

Calculated values
* calculated total energy: -3547.14317 Ha
* E_HOMO: -9.34 eV


This record from the Open Molecules 2025 dataset describes 3 unconnected molecules or ions with the total composition C16H35BrO13P2 in a non-equilibrium geometry. The level of theory is wB97M-V/def2-TZVPD.

The geometry in ORCA input format:
```
! wB97M-V def2-TZVPD RIJCOSX def2/J DEFGRID3
* xyz 0 1
C -0.238 4.168 -1.031
O -1.527 -9.574 3.045
H -4.772 4.266 -6.131
H -2.379 3.487 -6.385
O -0.448 -4.540 3.640
Br -1.144 -3.695 2.167
O 1.002 -5.718 2.223
C -0.833 -7.363 2.632
C -1.352 -8.721 2.225
H 5.444 -2.898 2.742
C 0.614 -7.099 2.184
O -2.433 4.385 -2.001
H 0.308 0.091 1.224
H -2.762 2.055 -5.433
C -5.169 4.274 -1.574
H 3.871 2.676 1.742
H 1.516 1.366 1.070
H 3.693 2.716 -0.009
O 4.004 0.845 0.743
O -2.778 3.877 -4.431
H 5.932 3.600 0.706
C 5.728 2.529 0.652
H -6.177 3.857 -1.582
H 6.303 2.023 1.427
H 4.666 -1.805 3.883
H -1.572 -8.202 0.398
H -0.009 5.213 -1.242
H 2.429 -2.667 3.205
O 1.590 -5.056 4.267
O -2.211 2.113 -2.780
H 0.493 0.799 -1.153
C 1.284 0.334 0.798
C -1.725 3.983 -0.827
H 1.293 -7.642 2.841
H 2.220 0.391 -1.145
H 1.032 -0.879 -0.956
O 2.246 -0.586 1.351
H -4.610 3.773 -0.782
H 3.462 -4.024 3.665
O -1.652 -8.995 0.939
O -4.583 4.030 -2.870
H -5.152 2.761 -5.310
H -2.070 4.619 -0.006
O 4.316 0.773 3.135
C 0.764 -5.126 3.407
H -5.777 6.249 -2.153
C 4.249 2.252 0.812
C 1.253 0.159 -0.702
C 3.332 -3.225 2.943
H -1.448 -6.523 2.307
C -5.225 5.766 -1.345
H -1.958 2.952 -0.557
H -5.717 5.994 -0.399
C -3.034 3.100 -5.604
O 4.454 -1.354 1.863
H -4.637 2.726 -7.003
C -4.483 3.219 -6.042
H 0.115 3.587 -1.884
H 6.082 2.151 -0.308
H 0.318 3.859 -0.143
C 4.543 -2.312 2.923
H -0.848 -7.344 3.716
H 0.787 -7.467 1.178
H -4.226 6.198 -1.341
P 3.583 -0.001 2.095
P -3.144 3.259 -2.973
H 3.167 -3.662 1.957
*
```

Calculated values
* structure (SMILES): O=C(O)CCOC(=O)OBr.CCOP(=O)(OCC)OCC.CCOP(=O)(OCC)OCC
* calculated total energy: -4865.53436 Ha
* E_HOMO: -10.17 eV


This record from the Open Molecules 2025 dataset describes 2 unconnected molecules or ions with the total composition C16H35Cl3FNO5P in a non-equilibrium geometry. The level of theory is wB97M-V/def2-TZVPD.

The geometry in ORCA input format:
```
! wB97M-V def2-TZVPD RIJCOSX def2/J DEFGRID3
* xyz -1 1
H -2.029 0.948 -1.206
H 2.076 0.956 -1.325
H 3.526 1.195 2.157
C -0.842 -2.388 1.346
C 4.713 2.498 0.706
H 6.096 -0.484 1.751
H -0.580 -0.488 -2.747
H -2.728 -2.108 -0.751
Cl 7.064 -2.132 3.125
H 2.521 1.999 0.781
H 2.262 0.586 -3.714
H -3.380 -0.953 0.581
C -4.349 1.908 -2.402
H 2.630 -1.716 0.343
H -2.764 0.660 1.851
H -1.223 0.386 4.735
H 4.256 3.543 0.831
H -2.777 -0.365 -2.357
O -1.759 0.398 3.894
H 5.057 2.421 -0.398
C -2.588 -1.072 -0.246
C -1.075 -1.108 0.352
O 3.594 0.241 0.240
H -0.064 -2.183 2.159
F -2.879 -2.127 2.859
C -4.256 0.856 -1.155
H -2.901 -3.430 1.114
N 1.970 -1.348 -1.941
C -2.831 0.114 -1.305
H 0.721 1.033 -4.663
H -1.929 2.221 1.274
H -0.384 -3.205 0.661
O -1.316 1.448 3.148
H -5.523 -0.820 -2.168
H 2.042 -0.407 1.501
P 1.121 -0.083 -0.936
C -5.528 -0.121 -1.263
O -0.030 -1.374 -0.650
H -3.330 2.465 -2.402
H -0.011 -0.052 1.962
H -0.283 1.373 -2.534
H -6.458 0.565 -1.394
H -5.693 -0.665 -0.261
C -1.760 1.200 1.760
H -4.281 1.471 -0.174
C -2.197 -3.011 1.934
Cl 6.217 0.554 3.858
H 5.588 2.389 1.449
C 2.385 -0.589 0.418
H -4.360 1.298 -3.385
H 1.055 -0.753 -4.383
Cl 8.348 0.181 1.911
H -1.889 -3.942 2.557
H -5.235 2.629 -2.308
H 2.994 -1.294 -1.816
C 3.498 1.450 1.031
C 6.833 -0.472 2.554
O 0.209 1.050 0.067
C 1.174 0.282 -3.895
H 1.662 -2.273 -1.575
C 0.229 0.330 -2.593
C -0.608 0.316 1.036
*
```

Calculated values
* calculated total energy: -2883.14078 Ha
* E_HOMO: -4.27 eV


This record from the Open Molecules 2025 dataset describes 8 unconnected molecules or ions with the total composition C16H35F9N3O10 in a non-equilibrium geometry. The level of theory is wB97M-V/def2-TZVPD.

The geometry in ORCA input format:
```
! wB97M-V def2-TZVPD RIJCOSX def2/J DEFGRID3
* xyz -1 1
H -0.456 -11.216 -4.399
H -5.300 -12.204 2.965
H 0.213 -18.304 5.381
H -1.749 -19.586 -0.292
H -5.303 -12.654 -2.696
C -1.793 -17.543 5.666
C -4.588 -12.939 2.591
C 0.279 -16.794 -3.458
F 0.886 -16.674 -4.634
F -4.286 -17.159 -4.825
O -3.920 -18.239 -2.440
H -3.690 -13.695 0.084
O -2.884 -11.036 2.639
C -1.539 -16.665 3.369
H 0.036 -12.350 -5.522
H -4.787 -13.784 3.250
H -1.821 -9.036 0.256
H -0.551 -12.971 -2.409
H -5.369 -10.632 -0.569
C -5.222 -11.605 -2.981
F 1.064 -17.363 -2.587
H -0.293 -18.126 7.056
H -3.950 -10.431 -0.208
O -6.105 -11.000 -2.104
H -3.511 -14.479 -1.311
N -3.041 -13.850 -0.675
H -3.464 -10.296 -3.430
H 1.146 -11.927 -4.139
O -2.056 -17.547 4.239
H -1.597 -18.078 -1.115
C -0.166 -15.446 -2.958
C -0.627 -18.433 6.064
F -2.408 -18.165 1.759
C -3.100 -12.418 2.769
H -5.028 -10.040 1.032
H -2.718 -17.945 6.079
C -1.724 -17.067 1.880
C -3.640 -11.280 -2.997
H -4.756 -11.618 0.602
H -1.961 -10.466 -0.515
H -2.741 -12.700 3.759
F -0.552 -17.140 1.295
O -4.337 -16.238 -1.401
O -0.961 -15.609 3.642
H -1.529 -13.393 -3.766
O -0.864 -15.351 -1.901
H -2.480 -12.951 2.048
H -1.736 -16.521 6.038
N -4.808 -10.666 0.271
H -4.102 -19.949 -1.422
H -5.564 -11.703 -4.011
C -0.503 -13.160 -3.482
O -2.880 -11.238 -1.753
H -1.992 -10.472 1.090
F -5.516 -15.555 -3.864
F -0.759 -17.613 -3.546
C -2.060 -19.061 -1.196
H -2.887 -12.973 -1.152
H -3.928 -18.539 -0.364
F -2.440 -16.187 1.195
N -1.567 -10.013 0.297
H -0.899 -19.487 6.120
H -0.598 -10.280 0.196
H -3.158 -11.944 -3.715
C -4.248 -16.898 -2.438
C -4.330 -16.229 -3.825
O 0.134 -14.361 -3.699
C -3.579 -19.003 -1.287
F -3.311 -15.288 -3.889
C 0.124 -12.137 -4.456
H -1.486 -19.516 -2.003
O -5.084 -13.232 1.293
H -2.166 -14.241 -0.355
*
```

Calculated values
* calculated total energy: -2445.96226 Ha
* E_HOMO: -2.87 eV